Record 1
Below is C16H55NO25S as an isolated structure at a distorted geometry, with properties calculated with wB97M-V/def2-TZVPD.

The value obtained for the frontier orbital gap is 0.295 hartree. The calculation puts the highest occupied orbital energy at -8.019 eV. For the LUMO energy, the calculation gives 0.00 eV. As for the energy relative to the best compared isomer or geometry (same formula, charge and spin): 0.00 kJ/mol. The value obtained for the largest force on an atom is 2.07 eV/Å. The calculation puts the electronic energy at -80996.8263 eV.

CARTESIAN COORDINATES (ANGSTROEM)
C (4.284, -4.040, 1.928)
C (3.037, -3.478, 1.327)
O (1.957, -4.004, 1.481)
O (3.172, -2.304, 0.592)
C (2.842, -1.190, 1.388)
O (3.713, -0.558, 1.915)
C (1.370, -0.895, 1.515)
C (0.953, 0.487, 0.979)
C (-0.183, 1.097, 1.794)
C (-1.308, 0.099, 2.024)
C (-2.534, 0.923, 2.527)
N (-3.803, 0.549, 1.945)
C (-4.282, -0.783, 2.295)
C (-3.938, -1.915, 1.352)
C (-3.470, -3.105, 1.917)
C (-3.169, -4.222, 1.146)
C (-3.341, -4.172, -0.231)
C (-3.786, -2.994, -0.812)
C (-4.083, -1.889, -0.032)
O (-4.565, -0.749, -0.687)
C (2.043, 1.545, 0.805)
O (1.723, 2.226, -0.466)
S (1.434, 1.003, -1.462)
O (0.678, 1.387, -2.598)
O (2.541, 0.132, -1.713)
O (0.537, 0.205, -0.405)
H (5.176, -3.692, 1.418)
H (4.350, -3.730, 2.966)
H (4.243, -5.118, 1.862)
H (0.802, -1.636, 0.971)
H (1.116, -1.032, 2.560)
H (0.215, 1.493, 2.724)
H (-0.589, 1.943, 1.261)
H (-1.064, -0.664, 2.755)
H (-1.577, -0.327, 1.062)
H (-2.588, 0.903, 3.608)
H (-2.355, 1.946, 2.234)
H (-3.809, 0.724, 0.956)
H (-3.821, -1.037, 3.242)
H (-5.351, -0.736, 2.489)
H (-3.358, -3.167, 2.988)
H (-2.802, -5.128, 1.607)
H (-3.126, -5.031, -0.836)
H (-3.927, -2.968, -1.879)
H (-3.830, -0.135, -0.761)
H (1.980, 2.330, 1.544)
H (3.064, 1.216, 0.684)
O (-2.081, 2.344, -0.407)
H (-1.337, 2.069, -0.949)
H (-2.713, 2.730, -1.024)
O (0.460, 4.747, -2.057)
H (0.899, 4.078, -1.520)
H (-0.013, 4.232, -2.719)
O (-1.399, -6.370, 2.602)
H (-1.247, -7.298, 2.810)
H (-0.535, -5.956, 2.708)
O (3.748, 4.018, -2.484)
H (4.165, 3.332, -3.029)
H (3.300, 3.530, -1.789)
O (-0.652, 4.401, 1.784)
H (-0.042, 5.144, 1.702)
H (-1.113, 4.379, 0.930)
O (2.987, -6.536, 0.130)
H (2.300, -7.087, -0.266)
H (2.802, -5.660, -0.218)
O (4.354, 1.489, -3.661)
H (3.763, 1.049, -3.032)
H (4.928, 0.785, -3.986)
O (1.958, 6.578, 1.790)
H (2.290, 6.934, 0.959)
H (2.728, 6.176, 2.202)
O (7.165, 0.729, -4.380)
H (7.295, 1.672, -4.532)
H (7.658, 0.550, -3.573)
O (-1.850, 5.744, -0.502)
H (-1.096, 5.425, -1.023)
H (-2.476, 6.044, -1.176)
O (-2.802, 6.822, -3.048)
H (-2.219, 7.578, -3.174)
H (-3.272, 6.740, -3.888)
O (-2.676, 5.630, -5.677)
H (-2.215, 5.014, -5.098)
H (-3.181, 5.070, -6.275)
O (0.748, -8.403, -1.614)
H (1.209, -8.916, -2.285)
H (0.363, -9.064, -1.030)
O (-4.575, -6.318, -2.449)
H (-4.271, -7.028, -1.875)
H (-5.183, -6.747, -3.058)
O (-2.278, 3.298, 4.413)
H (-2.042, 4.123, 3.969)
H (-2.875, 3.563, 5.119)
O (-4.860, -0.345, 5.419)
H (-4.592, 0.475, 4.989)
H (-5.485, -0.069, 6.096)
O (9.974, -0.401, -6.044)
H (10.126, 0.488, -6.378)
H (9.285, -0.289, -5.381)

---

Record 2
Below is a 14-piece molecular cluster, C16H60N16O14 overall at a distorted geometry, with properties calculated with wB97M-V/def2-TZVPD.

The value obtained for the frontier orbital gap is 0.259 hartree. The calculation puts the highest occupied orbital energy at -8.018 eV. For the LUMO energy, the calculation gives -0.98 eV. As for the energy relative to the best compared isomer or geometry (same formula, charge and spin): 729.02 kJ/mol. The value obtained for the largest force on an atom is 12.08 eV/Å. The calculation puts the electronic energy at -70066.7382 eV.

CARTESIAN COORDINATES (ANGSTROEM)
C (-0.738, -0.660, -1.246)
C (-0.322, -0.214, 0.130)
O (0.783, 0.734, 0.164)
H (-1.726, -1.243, -1.188)
H (0.102, -1.154, -1.696)
H (-1.063, 0.129, -1.838)
H (0.009, -1.198, 0.636)
H (-1.185, 0.150, 0.640)
H (1.015, 0.747, 1.106)
C (-1.414, 2.016, 3.452)
C (-1.148, 2.865, 2.252)
O (-2.416, 3.282, 1.845)
H (-1.956, 1.098, 3.169)
H (-1.930, 2.573, 4.209)
H (-0.481, 1.769, 3.890)
H (-0.554, 2.287, 1.445)
H (-0.442, 3.674, 2.594)
H (-2.213, 4.116, 1.375)
C (-3.588, -0.484, -3.630)
O (-4.669, -0.279, -2.820)
N (-2.845, -1.586, -3.563)
N (-3.350, 0.232, -4.654)
H (-3.033, -2.365, -2.926)
H (-1.956, -1.609, -4.072)
H (-4.078, 0.980, -4.803)
H (-3.028, -0.140, -5.546)
C (-4.609, 0.616, 0.319)
O (-5.804, -0.073, 0.104)
N (-3.632, 0.459, -0.483)
N (-4.343, 1.364, 1.325)
H (-3.856, -0.070, -1.299)
H (-2.763, 1.038, -0.561)
H (-5.046, 1.289, 2.091)
H (-3.484, 1.921, 1.457)
C (2.855, 0.111, 2.137)
O (2.434, -1.195, 1.746)
N (2.031, 0.837, 2.765)
N (3.948, 0.667, 1.787)
H (1.185, 0.436, 3.122)
H (2.407, 1.652, 3.320)
H (4.619, -0.041, 1.373)
H (4.409, 1.536, 2.235)
C (0.092, 0.148, -4.300)
O (-0.310, -1.155, -4.341)
N (1.372, 0.622, -4.306)
N (-0.811, 1.134, -4.299)
H (2.073, -0.091, -4.519)
H (1.464, 1.704, -4.495)
H (-1.770, 0.918, -4.124)
H (-0.559, 2.090, -3.940)
C (3.513, 1.352, -1.935)
O (4.151, 1.631, -3.116)
N (2.318, 0.785, -2.014)
N (4.038, 1.571, -0.840)
H (1.853, 0.552, -2.994)
H (1.718, 0.748, -1.161)
H (4.956, 2.153, -0.738)
H (3.584, 1.325, 0.069)
C (0.600, -4.557, 3.544)
O (0.171, -4.360, 4.886)
N (0.811, -3.575, 2.709)
N (0.781, -5.736, 3.022)
H (0.626, -2.694, 3.101)
H (0.961, -3.602, 1.699)
H (0.956, -6.475, 3.713)
H (1.173, -5.939, 2.084)
C (-0.682, 3.125, -1.919)
O (-1.422, 2.232, -1.192)
N (0.369, 2.863, -2.599)
N (-1.184, 4.309, -1.963)
H (0.904, 2.031, -2.340)
H (0.881, 3.564, -3.052)
H (-2.006, 4.400, -1.492)
H (-0.815, 5.116, -2.393)
C (3.558, -2.352, -1.484)
O (3.918, -2.337, -2.805)
N (2.759, -1.529, -0.837)
N (4.091, -3.321, -0.736)
H (2.474, -0.689, -1.358)
H (2.708, -1.507, 0.192)
H (4.967, -3.945, -0.973)
H (3.845, -3.399, 0.307)
C (-3.003, -2.327, 1.595)
O (-3.021, -1.111, 2.392)
H (-3.147, -1.953, 0.528)
H (-3.778, -2.945, 1.940)
H (-1.986, -2.758, 1.663)
H (-3.570, -0.385, 1.957)
C (-0.315, -3.794, -0.570)
O (0.996, -3.496, -0.008)
H (-0.522, -4.782, -0.941)
H (-0.421, -3.154, -1.402)
H (-1.091, -3.528, 0.231)
H (1.501, -2.815, -0.453)
C (0.094, -0.544, 4.832)
O (-0.048, -0.841, 3.475)
H (-0.820, -0.047, 5.192)
H (0.797, 0.121, 5.174)
H (0.224, -1.422, 5.494)
H (-0.990, -1.079, 3.384)
C (1.843, 3.820, 0.523)
O (2.633, 4.467, -0.395)
H (2.338, 3.145, 1.254)
H (1.232, 3.245, -0.147)
H (1.278, 4.609, 1.097)
H (3.541, 4.212, -0.195)

---

Record 3
Below is a 14-piece molecular cluster, C16H60N8O14 overall at a distorted geometry, with properties calculated with wB97M-V/def2-TZVPD.

The value obtained for the frontier orbital gap is 0.310 hartree. The calculation puts the highest occupied orbital energy at -8.234 eV. For the LUMO energy, the calculation gives 0.20 eV. As for the energy relative to the best compared isomer or geometry (same formula, charge and spin): 1222.15 kJ/mol. The value obtained for the largest force on an atom is 11.52 eV/Å. The calculation puts the electronic energy at -58143.5376 eV.

CARTESIAN COORDINATES (ANGSTROEM)
C (0.940, 1.528, 3.263)
C (0.915, 3.030, 3.525)
O (0.970, 3.233, 4.932)
H (1.860, 1.091, 3.400)
H (0.682, 1.280, 2.284)
H (0.160, 1.036, 3.894)
H (0.005, 3.531, 3.144)
H (1.714, 3.613, 3.109)
H (1.148, 4.221, 5.061)
C (-0.533, -4.233, 0.678)
C (-1.602, -4.019, -0.417)
O (-2.432, -2.981, 0.023)
H (-0.033, -5.203, 0.425)
H (-0.883, -4.213, 1.720)
H (0.244, -3.426, 0.711)
H (-2.122, -4.957, -0.519)
H (-1.125, -3.892, -1.360)
H (-3.056, -2.745, -0.705)
C (3.543, 0.103, -2.322)
O (3.075, -0.659, -1.255)
N (4.709, 0.238, -2.690)
N (2.703, 0.546, -3.214)
H (5.437, -0.274, -2.070)
H (4.964, 0.592, -3.604)
H (1.658, 0.491, -2.965)
H (2.885, 0.764, -4.229)
C (-3.939, -0.270, -2.339)
O (-3.618, -1.625, -2.214)
N (-4.737, 0.213, -3.212)
N (-3.223, 0.681, -1.733)
H (-5.200, 1.118, -3.034)
H (-5.340, -0.536, -3.800)
H (-2.622, 0.325, -0.927)
H (-3.204, 1.742, -1.890)
C (-3.246, -4.076, 3.650)
O (-2.057, -4.798, 3.740)
N (-3.492, -3.300, 2.615)
N (-4.144, -4.205, 4.567)
H (-2.827, -3.216, 1.858)
H (-4.409, -2.728, 2.501)
H (-4.122, -5.050, 5.178)
H (-5.058, -3.791, 4.486)
C (0.037, 2.256, -3.980)
O (0.292, 3.561, -4.505)
N (-0.230, 1.221, -4.677)
N (-0.328, 2.105, -2.802)
H (0.001, 1.171, -5.638)
H (-0.403, 0.363, -4.145)
H (-0.411, 2.956, -2.249)
H (-0.933, 1.380, -2.502)
C (3.641, 3.794, -2.566)
O (2.439, 3.180, -2.013)
H (3.611, 4.282, -3.552)
H (4.356, 3.034, -2.758)
H (3.997, 4.570, -1.814)
H (2.562, 2.206, -2.243)
C (2.963, -1.761, 1.944)
O (4.326, -1.992, 1.584)
H (2.399, -1.010, 1.256)
H (2.853, -1.414, 2.955)
H (2.499, -2.737, 1.846)
H (4.728, -2.431, 2.310)
C (-0.818, 3.344, 0.122)
O (-0.680, 4.087, -0.987)
H (0.011, 2.626, 0.119)
H (-1.818, 2.794, 0.073)
H (-0.763, 4.038, 0.992)
H (0.162, 4.568, -0.956)
C (0.345, -0.366, -0.186)
O (-1.133, -0.506, -0.228)
H (0.646, 0.266, -1.041)
H (0.757, -1.348, -0.264)
H (0.791, 0.063, 0.655)
H (-1.350, -1.219, 0.445)
C (-0.522, -1.815, 3.193)
O (-1.516, -1.385, 2.328)
H (-0.669, -2.764, 3.626)
H (-0.404, -1.000, 3.851)
H (0.509, -1.830, 2.778)
H (-2.324, -1.445, 2.864)
C (4.002, 1.745, 0.877)
O (4.305, 3.020, 0.494)
H (4.219, 1.561, 1.925)
H (4.408, 1.037, 0.182)
H (2.976, 1.736, 0.752)
H (3.696, 3.728, 0.705)
C (0.207, -1.912, -3.619)
O (-0.607, -0.938, -3.026)
H (-0.198, -2.638, -4.349)
H (0.759, -2.459, -2.850)
H (0.924, -1.278, -4.277)
H (-0.867, -1.141, -2.133)
C (-3.367, 1.004, 1.761)
O (-2.046, 1.220, 2.347)
H (-4.108, 1.007, 2.518)
H (-3.362, 0.038, 1.293)
H (-3.629, 1.795, 1.060)
H (-1.521, 0.456, 2.245)

---

Record 4
Below is a 15-piece molecular cluster, C16H63N28O19S3 overall at a distorted geometry, with properties calculated with wB97M-V/def2-TZVPD.

The value obtained for the frontier orbital gap is 0.220 hartree. The calculation puts the highest occupied orbital energy at -10.625 eV. For the LUMO energy, the calculation gives -4.64 eV. The value obtained for the largest force on an atom is 5.26 eV/Å. The charge is +1. The calculation puts the electronic energy at -130749.6514 eV.

CARTESIAN COORDINATES (ANGSTROEM)
O (5.309, 1.670, -3.558)
S (4.071, 1.734, -2.781)
O (2.905, 1.635, -3.655)
C (4.007, 0.286, -1.620)
S (5.696, -0.115, -1.092)
O (5.969, -1.699, -1.341)
C (5.956, 0.343, 0.657)
S (5.637, 2.122, 0.934)
O (6.793, 2.914, 0.518)
O (5.420, 2.272, 2.374)
H (3.993, 2.878, -2.020)
H (3.598, -0.544, -2.211)
H (3.316, 0.519, -0.803)
H (6.938, -1.776, -1.380)
H (7.041, 0.182, 0.852)
H (5.428, -0.288, 1.377)
H (4.528, 2.493, 0.218)
C (1.493, 5.133, -4.605)
O (0.980, 5.072, -3.498)
N (2.253, 4.114, -5.104)
N (1.353, 6.221, -5.417)
H (2.697, 4.135, -6.002)
H (2.360, 3.304, -4.516)
H (0.802, 6.983, -5.071)
H (1.766, 6.293, -6.327)
C (0.529, -1.452, -1.073)
O (1.285, -0.609, -1.568)
N (0.434, -2.717, -1.541)
N (-0.280, -1.167, -0.019)
H (-0.188, -3.414, -1.148)
H (1.006, -2.961, -2.327)
H (-0.254, -0.235, 0.347)
H (-0.912, -1.834, 0.386)
C (-2.495, -4.815, -2.341)
O (-1.894, -4.408, -1.346)
N (-3.672, -5.489, -2.242)
N (-2.039, -4.605, -3.602)
H (-4.186, -5.820, -3.036)
H (-4.045, -5.640, -1.321)
H (-1.188, -4.087, -3.705)
H (-2.523, -4.901, -4.428)
C (-4.085, -1.633, -4.360)
O (-3.602, -2.441, -5.144)
N (-3.625, -1.513, -3.087)
N (-5.124, -0.813, -4.690)
H (-4.017, -0.886, -2.404)
H (-2.861, -2.106, -2.819)
H (-5.487, -0.884, -5.621)
H (-5.534, -0.156, -4.053)
C (8.829, 0.558, 3.186)
O (8.738, -0.215, 2.229)
N (9.075, 1.882, 3.025)
N (8.686, 0.144, 4.473)
H (9.144, 2.534, 3.783)
H (9.191, 2.216, 2.085)
H (8.511, -0.831, 4.627)
H (8.754, 0.757, 5.263)
C (2.030, 5.041, 3.817)
O (1.049, 5.664, 4.200)
N (2.202, 4.722, 2.500)
N (3.018, 4.631, 4.655)
H (2.997, 4.226, 2.155)
H (1.488, 5.013, 1.858)
H (2.930, 4.853, 5.632)
H (3.825, 4.121, 4.354)
C (-6.092, -2.185, -0.330)
O (-5.499, -1.181, -0.716)
N (-6.099, -3.336, -1.047)
N (-6.779, -2.222, 0.850)
H (-6.564, -4.181, -0.755)
H (-5.596, -3.335, -1.915)
H (-6.787, -1.386, 1.402)
H (-7.257, -3.036, 1.189)
C (6.013, -1.442, -6.680)
O (6.562, -2.334, -7.299)
N (6.321, -1.165, -5.373)
N (5.049, -0.647, -7.230)
H (5.889, -0.431, -4.842)
H (7.026, -1.734, -4.946)
H (4.801, -0.824, -8.184)
H (4.588, 0.093, -6.735)
C (1.894, 9.107, 2.884)
O (2.502, 8.397, 2.092)
N (1.170, 8.597, 3.916)
N (1.902, 10.472, 2.786)
H (0.671, 9.161, 4.576)
H (1.145, 7.590, 4.008)
H (2.426, 10.875, 2.034)
H (1.414, 11.076, 3.418)
C (-6.623, -6.988, 0.199)
O (-6.009, -5.985, -0.174)
N (-6.647, -8.142, -0.519)
N (-7.334, -7.008, 1.353)
H (-7.152, -8.960, -0.231)
H (-6.138, -8.161, -1.382)
H (-7.348, -6.159, 1.909)
H (-7.845, -7.810, 1.674)
C (3.059, 2.998, 7.857)
O (3.825, 3.820, 7.370)
N (2.965, 1.720, 7.386)
N (2.243, 3.297, 8.904)
H (2.346, 1.031, 7.767)
H (3.553, 1.472, 6.615)
H (2.291, 4.229, 9.271)
H (1.607, 2.644, 9.319)
C (-10.267, -7.867, -0.790)
O (-9.781, -8.728, -0.072)
N (-9.877, -6.558, -0.726)
N (-11.233, -8.146, -1.710)
H (-10.254, -5.833, -1.306)
H (-9.162, -6.330, -0.054)
H (-11.538, -9.099, -1.780)
H (-11.646, -7.459, -2.311)
C (-9.683, -4.919, 3.420)
O (-8.534, -5.098, 3.027)
N (-9.960, -4.625, 4.719)
N (-10.762, -5.007, 2.595)
H (-10.886, -4.477, 5.070)
H (-9.184, -4.557, 5.350)
H (-10.595, -5.237, 1.633)
H (-11.706, -4.869, 2.902)
C (6.909, 6.505, -0.668)
O (7.467, 5.857, -1.541)
N (6.401, 5.917, 0.457)
N (6.744, 7.856, -0.748)
H (5.933, 6.422, 1.187)
H (6.509, 4.921, 0.534)
H (7.105, 8.314, -1.563)
H (6.285, 8.403, -0.045)